96
Properties=species:S:1:pos:R:3 method="wB97M-V/def2-TZVPD" smiles=c1cc[nH]c1.c1cc[nH]c1.c1cc[nH]c1.c1cc[nH]c1.c1cc[nH]c1.c1cc[nH]c1.c1cc[nH]c1.c1cc[nH]c1.c1cc[nH]c1.CC#N fmax_ev_per_a=0.98 de_lowest_kcal_mol=0.0 total_energy_ha=-2024.27238 total_charge=0 lumo_energy_ev=0.6
C 0.507 4.070 -2.228
C -0.674 4.600 -2.901
N -1.603 5.016 -3.431
H 0.203 3.069 -1.901
H 0.754 4.640 -1.338
H 1.365 3.975 -2.887
N 6.581 1.649 -2.642
C 5.585 1.642 -3.572
C 4.401 1.416 -2.922
C 4.725 1.203 -1.552
C 6.069 1.393 -1.398
H 7.539 1.863 -2.853
H 5.805 1.847 -4.606
H 3.408 1.347 -3.333
H 4.021 1.024 -0.754
H 6.668 1.423 -0.505
N 3.175 -0.533 5.072
C 3.339 0.030 3.834
C 2.661 1.216 3.821
C 2.124 1.411 5.126
C 2.483 0.323 5.876
H 3.650 -1.362 5.382
H 3.862 -0.453 3.027
H 2.588 1.861 2.961
H 1.559 2.284 5.411
H 2.263 0.118 6.910
N 3.850 -2.897 0.245
C 2.894 -2.787 1.216
C 3.476 -3.095 2.418
C 4.848 -3.388 2.157
C 5.055 -3.208 0.817
H 3.695 -2.766 -0.739
H 1.893 -2.516 0.926
H 2.967 -3.154 3.366
H 5.568 -3.729 2.883
H 5.918 -3.437 0.214
N -1.252 2.582 1.099
C -0.195 3.424 1.253
C -0.638 4.716 1.147
C -2.045 4.648 0.920
C -2.388 3.322 0.896
H -1.238 1.576 1.150
H 0.784 3.026 1.460
H -0.037 5.609 1.169
H -2.686 5.468 0.644
H -3.354 2.878 0.726
N -0.250 -0.657 4.285
C -0.174 -2.016 4.339
C -1.422 -2.523 4.065
C -2.280 -1.407 3.852
C -1.530 -0.274 4.001
H 0.473 0.008 4.530
H 0.754 -2.518 4.550
H -1.742 -3.551 4.052
H -3.344 -1.467 3.686
H -1.850 0.749 3.906
N -0.305 -0.947 1.202
C 0.775 -0.163 0.915
C 0.599 0.353 -0.349
C -0.677 -0.085 -0.796
C -1.171 -0.961 0.136
H -0.390 -1.432 2.084
H 1.633 -0.160 1.568
H 1.298 0.993 -0.863
H -1.134 0.201 -1.729
H -2.075 -1.541 0.194
N -5.047 -4.858 1.788
C -4.650 -3.999 0.806
C -5.218 -4.404 -0.373
C -6.021 -5.538 -0.068
C -5.895 -5.802 1.270
H -4.743 -4.797 2.743
H -3.937 -3.223 1.028
H -5.065 -3.904 -1.313
H -6.799 -5.902 -0.722
H -6.420 -6.516 1.878
N -0.525 -0.878 -5.731
C -0.732 0.428 -6.079
C -0.082 1.204 -5.166
C 0.520 0.331 -4.224
C 0.262 -0.955 -4.616
H -0.894 -1.654 -6.252
H -1.367 0.694 -6.905
H -0.034 2.279 -5.131
H 1.066 0.630 -3.344
H 0.501 -1.922 -4.210
N -4.854 2.117 -2.459
C -5.354 1.296 -3.434
C -4.285 0.741 -4.083
C -3.108 1.160 -3.407
C -3.488 2.089 -2.476
H -5.419 2.628 -1.806
H -6.418 1.232 -3.586
H -4.333 -0.023 -4.842
H -2.102 0.915 -3.700
H -2.919 2.682 -1.779